Below is a 2-piece molecular cluster, C4H12N2O overall, with properties calculated with ωB97M-V/def2-TZVPD.

* HOMO (alpha / beta): -8.867 / -9.240 eV
* DFT total energy: -9365.319 eV
* charge: 0
* LUMO level (alpha / beta): 0.123 / 0.210 eV
* 2S+1: 1
* energy relative to the best compared isomer or geometry (same formula, charge and spin): 5.875 eV

```
19
Properties=species:S:1:pos:R:3:forces:R:3
O 1.947 -0.702 -0.929 1.0346 -0.0217 0.4170
N -0.342 -0.701 -0.704 -0.9701 -0.0501 -0.3004
N 2.377 -0.853 0.355 0.5355 -0.0033 -0.6743
C -1.440 0.753 1.017 0.1018 -0.0719 -0.2410
C -0.263 1.692 -1.026 -0.0066 -0.0812 0.1454
C -0.311 0.547 -0.017 0.3486 0.5310 0.5899
C -0.325 -1.815 0.161 1.2639 -0.3920 1.0342
H -0.335 -2.747 -0.407 0.0662 0.0025 -0.0160
H 0.636 0.556 0.588 -0.4886 0.0615 -0.2364
H 2.633 0.110 0.592 -0.0647 0.0087 0.0452
H 0.665 -1.770 0.814 -1.7145 -0.1655 -0.8199
H -1.206 1.755 -1.573 0.0209 -0.0220 -0.0061
H -0.095 2.646 -0.522 -0.0121 -0.0040 -0.0127
H -1.354 1.753 1.443 -0.0284 0.0036 -0.0608
H -1.174 -1.856 0.855 0.1202 0.1455 0.0477
H 0.543 1.526 -1.740 -0.0325 -0.0004 -0.0082
H -2.415 0.660 0.534 -0.0198 0.0187 0.0327
H 1.842 -1.597 -1.283 -0.1556 0.0605 0.1121
H -1.384 0.044 1.842 0.0011 -0.0200 -0.0485
```
Positions in Å, forces in eV/Å.


Below is an isolated molecule of C4H12N2O, with properties calculated with ωB97M-V/def2-TZVPD.

* HOMO: -8.293 eV
* DFT total energy: -9367.344 eV
* charge: 0
* SMILES: CC(C)[N@+](C)(N)[O-]
* LUMO level: 0.984 eV
* 2S+1: 1
* energy relative to the best compared isomer or geometry (same formula, charge and spin): 3.849 eV

```
19
Properties=species:S:1:pos:R:3:forces:R:3
O 1.485 0.706 1.130 -0.2363 0.9069 1.6036
N 0.797 -0.053 0.291 2.5789 0.0469 -0.8083
N 0.486 -1.367 0.815 -0.3298 -0.5799 -0.1716
C -1.247 -0.223 -1.159 0.0295 0.1286 0.0690
C -0.483 0.610 -0.141 -0.5135 0.0900 -0.1466
C -1.313 0.925 1.099 0.3270 -0.0488 -0.0483
C 1.822 -0.200 -0.850 -1.4976 -0.9021 -0.3859
H -1.405 -1.230 -0.780 -0.0177 -0.0429 -0.0192
H 1.371 -1.797 1.072 0.0974 0.3289 -0.0534
H 1.787 0.708 -1.443 -0.0092 0.0696 0.1575
H -2.219 0.236 -1.325 -0.0569 0.0569 -0.0635
H -2.039 1.701 0.871 -0.0569 0.0024 -0.0687
H -1.851 0.046 1.448 -0.1003 -0.0771 0.0342
H -0.003 -1.212 1.695 0.1518 0.2443 -0.1068
H -0.731 -0.276 -2.114 0.0452 -0.0547 -0.0908
H -0.152 1.554 -0.583 0.1036 -0.1684 0.0960
H 2.826 -0.364 -0.458 -0.4840 0.1350 0.4136
H -0.642 1.286 1.878 -0.0721 0.0220 0.0119
H 1.513 -1.051 -1.446 0.0409 -0.1576 -0.4228
```
Positions in Å, forces in eV/Å.


Below is a 3-piece molecular cluster, C4H12N2O overall, with properties calculated with ωB97M-V/def2-TZVPD.

* HOMO: -7.256 eV
* DFT total energy: -9366.979 eV
* charge: 0
* LUMO level: 0.892 eV
* 2S+1: 1
* energy relative to the best compared isomer or geometry (same formula, charge and spin): 4.215 eV

```
19
Properties=species:S:1:pos:R:3:forces:R:3
O -1.524 -1.626 -0.254 0.5087 0.3193 0.1563
N 1.388 -1.209 -0.196 -0.1773 -0.4182 0.0495
N -2.350 0.541 -0.008 0.4497 0.1915 0.6199
C 0.159 0.255 1.271 5.6601 1.0389 3.9070
C 1.300 1.175 -0.772 -0.4267 -0.1326 0.1291
C -1.268 -0.251 -0.483 1.1790 -0.9257 -2.0796
C 0.742 0.008 -0.006 -3.6865 0.1080 -1.8034
H -0.710 -2.096 -0.495 -0.0242 -0.0004 0.1222
H 2.227 1.502 -0.291 0.0473 -0.0341 0.0515
H -0.244 1.240 1.460 -0.4133 -0.2018 -0.2524
H 1.525 0.901 -1.806 -0.0454 0.0414 0.0312
H -0.208 -0.581 1.854 -0.3909 0.0296 -0.2958
H 1.485 0.455 1.970 -2.8064 -0.3499 -0.6137
H 1.995 -1.269 -1.003 -0.0756 0.0956 0.2503
H -3.204 0.325 -0.520 0.3069 0.0471 -0.1009
H -1.154 -0.078 -1.558 -0.1790 0.0816 -0.0373
H -2.549 0.313 0.962 0.0698 0.0796 0.0308
H 0.600 2.011 -0.765 0.0245 -0.0348 -0.0717
H 1.791 -1.615 0.641 -0.0209 0.0648 -0.0930
```
Positions in Å, forces in eV/Å.


Below is a 2-piece molecular cluster, C4H12N2O overall, with properties calculated with ωB97M-V/def2-TZVPD.

* HOMO: -9.810 eV
* DFT total energy: -9367.108 eV
* charge: 0
* SMILES: [H]/N=C(\C)ON.CC
* LUMO level: 0.519 eV
* 2S+1: 1
* energy relative to the best compared isomer or geometry (same formula, charge and spin): 4.085 eV

```
19
Properties=species:S:1:pos:R:3:forces:R:3
O -0.805 -0.921 0.092 -0.6872 1.5737 -1.4662
N -0.384 -0.663 1.421 0.7823 0.4849 -0.2503
N -1.694 1.236 0.130 0.7248 -0.6035 0.2745
C 2.243 0.085 -0.530 -0.7768 -1.3502 0.1213
C -1.557 0.186 -0.553 -1.9061 -1.8882 3.7351
C 2.599 0.247 0.944 0.0759 -0.4575 -0.0078
C -2.596 -0.432 -1.447 0.1443 0.1308 -0.4932
H 2.353 1.256 1.274 -0.1717 -0.1295 0.3432
H 2.099 -0.536 1.513 -0.2431 0.3696 0.2499
H 2.683 -0.843 -0.902 -0.1160 -0.2891 0.1433
H 2.824 0.816 -1.092 -1.0545 0.5180 -0.4015
H -1.185 -0.605 2.049 -0.4074 0.0096 -0.5130
H -2.613 1.660 0.123 0.2930 0.6031 -1.1092
H 1.084 -0.101 -0.655 2.5350 1.1934 -0.2387
H 3.654 0.075 1.156 0.2012 0.2359 -0.3034
H -2.267 -1.396 -1.822 0.0752 0.1508 -0.4407
H -0.002 0.288 1.388 -0.0825 -0.3207 0.2406
H -2.929 0.279 -2.202 0.3778 -0.2284 -0.3825
H -3.509 -0.634 -0.886 0.2358 -0.0027 0.4987
```
Positions in Å, forces in eV/Å.


Below is a 2-piece molecular cluster, C4H12N2O overall, with properties calculated with ωB97M-V/def2-TZVPD.

* HOMO: -7.924 eV
* DFT total energy: -9369.506 eV
* charge: 0
* SMILES: CC/C(N)=C/N.O
* LUMO level: 0.920 eV
* 2S+1: 1
* energy relative to the best compared isomer or geometry (same formula, charge and spin): 1.688 eV

```
19
Properties=species:S:1:pos:R:3:forces:R:3
O -1.246 -3.864 2.163 0.1402 1.3042 0.5156
N -1.429 -0.068 1.383 0.0126 -0.0033 -0.2656
N -1.282 1.069 -1.166 -0.1389 -0.2309 -1.1625
C -0.309 0.631 0.931 0.3770 -0.2436 -0.5060
C -0.137 1.083 -0.330 0.4780 0.3648 1.8599
C 2.042 0.293 -1.222 2.0276 -0.4770 -1.4872
C 1.288 1.507 -0.712 -1.1954 -0.7120 0.6997
H 1.529 -0.551 -1.679 -0.9782 0.3391 0.0486
H -1.523 -3.139 1.580 0.1548 -0.3600 0.1950
H -2.138 -0.048 0.668 -0.4036 0.1277 0.0168
H -1.180 0.412 -1.939 -0.0165 0.0100 0.1452
H 1.340 2.363 -1.382 -0.1948 -0.1168 -0.2717
H 2.754 0.562 -2.022 -0.1513 0.2067 0.1638
H -1.460 1.964 -1.611 0.1076 0.0365 0.1847
H 1.712 1.845 0.234 0.2952 0.0218 -0.1409
H 2.701 -0.231 -0.530 -0.2112 0.3898 0.6976
H 0.515 0.615 1.639 0.0345 0.2226 -0.1243
H -1.405 -4.675 1.714 -0.2600 -0.8521 -0.6889
H -1.771 0.232 2.280 -0.0776 -0.0275 0.1202
```
Positions in Å, forces in eV/Å.


Below is an isolated molecule of C4H12N2O, with properties calculated with ωB97M-V/def2-TZVPD.

* HOMO: -9.153 eV
* DFT total energy: -9369.831 eV
* charge: 0
* SMILES: NCC[C@@H](N)CO
* LUMO level: 1.045 eV
* 2S+1: 1
* energy relative to the best compared isomer or geometry (same formula, charge and spin): 1.363 eV

```
19
Properties=species:S:1:pos:R:3:forces:R:3
O 1.992 -1.049 1.762 0.5311 -0.0598 0.1023
N 1.629 0.782 -0.707 -0.2540 -0.5349 0.1399
N -2.112 -1.243 -0.963 0.0472 -0.6456 -0.0967
C -0.788 0.685 -0.015 0.4405 -0.6195 -1.0583
C 1.093 0.032 1.575 0.1365 0.4188 0.2564
C 0.614 0.095 0.134 0.5207 -0.1940 -0.2595
C -1.560 0.074 -1.203 -0.0410 0.4247 0.0792
H -1.423 -1.972 -1.119 -0.1510 0.1565 0.0821
H 0.252 -0.093 2.251 -0.2711 -0.2008 0.1235
H -2.492 -1.384 -0.032 0.0532 0.2460 -0.1020
H 2.825 -0.728 2.136 -0.4369 -0.0949 -0.2452
H -0.942 -0.012 -2.103 0.1212 0.1669 0.1782
H 1.574 0.973 1.847 -0.0170 0.1156 -0.0984
H 1.256 1.627 -1.112 -0.0506 0.1344 -0.0809
H -2.361 0.772 -1.471 -0.0794 -0.1772 0.0503
H 1.905 0.172 -1.466 0.0691 0.2225 0.0098
H -0.708 1.756 -0.180 -0.0750 0.2894 0.3050
H 0.615 -0.954 -0.197 -0.2611 0.1065 0.1339
H -1.370 0.465 0.865 -0.2825 0.2453 0.4804
```
Positions in Å, forces in eV/Å.